No. 1
{
  "formula": "C7H9BrNOS",
  "method": "wB97M-V/def2-TZVPD",
  "species": ["C", "C", "C", "C", "C", "C", "C", "N", "O", "S", "Br", "H", "H", "H", "H", "H", "H", "H", "H", "H"],
  "coordinates": [[-1.023, -0.341, 1.415], [0.054, -0.733, 0.844], [1.032, -2.659, 1.381], [-1.772, 0.892, 1.131], [0.042, 1.337, -1.779], [0.338, -0.200, -1.666], [0.655, 1.416, -0.336], [0.742, -0.110, -0.226], [0.373, -3.528, 1.779], [-0.505, 2.171, 0.819], [2.868, -2.814, 0.893], [-1.438, -0.877, 2.249], [-2.492, 0.685, 0.268], [-2.368, 1.339, 1.867], [0.554, 1.797, -2.621], [-0.897, 1.652, -1.708], [-0.509, -0.843, -1.858], [1.164, -0.561, -2.288], [1.557, 1.866, -0.161], [1.626, -0.489, -0.005]],
  "atomic_forces_ev_per_a": [[-1.9630, 0.0560, 2.0223], [1.6824, -4.0496, 0.1420], [-1.8350, 1.3924, -0.7491], [0.4201, 0.0366, -3.6385], [5.1865, -2.4757, 0.6581], [-0.9018, 0.0836, -1.5741], [-3.3607, 0.1094, -0.4944], [-0.4176, 0.5808, 0.3668], [0.2239, 0.9962, -0.0151], [0.2373, 0.7364, 0.3250], [-0.2003, 0.5663, -0.0396], [0.1754, -0.7183, 0.2383], [0.9791, 0.5287, 0.7528], [-0.6338, 0.1128, 1.5426], [0.1461, 0.2002, 0.3251], [-4.0884, 0.8421, -0.1226], [-0.1744, -0.3009, 0.3856], [-0.0499, 0.2715, 0.3586], [2.3488, 1.0315, 0.1733], [2.2253, 0.0000, -0.6570]],
  "mulliken_charge": [-0.22, -0.34, 0.40, -0.64, -0.64, -0.49, -0.19, 0.31, -0.26, -0.11, -0.04, 0.41, 0.27, 0.48, 0.28, 0.34, 0.30, 0.36, 0.43, 0.33],
  "total_charge": 1
}

=====

No. 2
{
  "formula": "C11H7BeN2O6",
  "method": "wB97M-V/def2-TZVPD",
  "species": ["O", "C", "Be", "C", "O", "C", "O", "C", "O", "C", "O", "H", "N", "C", "O", "C", "C", "C", "C", "N", "C", "H", "H", "H", "H", "H", "H"],
  "coordinates": [[2.261, -2.628, 3.666], [1.815, -2.086, 2.768], [1.911, 0.878, -1.259], [1.977, 1.909, -2.655], [2.148, 2.447, -3.660], [3.869, 0.670, -0.560], [4.774, 1.113, -1.265], [2.079, -0.802, -1.680], [2.311, -1.881, -1.994], [2.812, 1.665, 0.013], [2.868, 2.410, 0.950], [3.796, -0.320, -0.022], [-3.946, -1.970, 1.187], [-2.599, -1.949, 0.931], [-1.891, -2.943, 1.078], [-2.035, -0.647, 0.435], [-2.797, 0.517, 0.233], [-2.159, 1.692, -0.153], [-0.779, 1.669, -0.388], [-0.071, 0.544, -0.275], [-0.653, -0.583, 0.150], [-4.323, -2.816, 1.586], [-4.512, -1.136, 1.236], [-3.877, 0.510, 0.374], [-2.702, 2.624, -0.294], [-0.250, 2.576, -0.678], [-0.025, -1.465, 0.277]],
  "atomic_forces_ev_per_a": [[-0.9183, 1.0706, -1.7615], [0.9108, -1.0522, 1.7037], [-3.3986, 0.8349, 1.1055], [0.7066, 1.6766, -4.6346], [-0.7281, -1.6776, 4.0786], [3.5849, 2.7618, 3.0599], [-1.9414, -1.6619, -0.0318], [1.3937, -4.2419, -1.2422], [-1.1342, 3.4486, 0.9652], [0.5064, -1.0562, -0.4422], [-0.0721, -0.5457, -0.7856], [0.1070, 0.0066, -1.0585], [0.6291, 0.2141, -0.0978], [-0.2326, -1.2662, 0.3932], [-0.5429, 1.2921, -0.3006], [0.6949, 0.7051, -0.2908], [0.4472, -0.2723, 0.0520], [0.5464, 0.0481, -0.1206], [-1.1595, 0.0592, 0.1646], [1.1934, 0.1213, -0.9346], [-0.8483, 0.0148, 0.1141], [0.0565, 0.0246, -0.0309], [0.1542, -0.2803, 0.0076], [0.3111, 0.1049, -0.0329], [0.0600, -0.2497, 0.0744], [-0.0821, -0.2042, 0.0653], [-0.2441, 0.1249, -0.0195]],
  "mulliken_charge": [-0.16, 0.16, 0.64, 0.40, -0.20, 0.19, -0.44, 0.40, -0.16, 0.20, -0.46, 0.35, -0.34, 0.42, -0.61, 0.27, -0.26, -1.04, -0.10, -0.24, 0.05, 0.26, 0.15, 0.31, 0.40, 0.41, 0.42],
  "relative_energy_kcal_mol": 0.00,
  "total_charge": 1
}

=====

No. 3
{
  "formula": "C3H30O15S",
  "method": "wB97M-V/def2-TZVPD",
  "species": ["O", "C", "O", "C", "C", "S", "H", "H", "H", "H", "H", "H", "O", "H", "H", "O", "H", "H", "O", "H", "H", "O", "H", "H", "O", "H", "H", "O", "H", "H", "O", "H", "H", "O", "H", "H", "O", "H", "H", "O", "H", "H", "O", "H", "H", "O", "H", "H", "O"],
  "coordinates": [[-1.547, 0.776, 0.393], [-0.328, 1.073, -0.016], [0.075, 2.250, 0.203], [0.637, -0.030, -0.444], [1.197, -0.579, 0.800], [1.694, -2.325, 0.859], [1.515, 0.361, -0.967], [0.146, -0.763, -1.345], [2.185, 0.175, 0.887], [0.534, -0.372, 1.635], [4.647, -0.882, -1.178], [3.486, -0.081, -1.734], [4.401, -0.084, -1.785], [-1.822, 2.815, 3.231], [-2.164, 1.394, 3.755], [-2.469, 2.342, 3.808], [4.015, -2.682, -1.178], [4.325, -2.175, 0.313], [4.799, -2.341, -0.613], [-2.032, -2.047, -1.517], [-1.511, -1.478, -0.124], [-1.430, -2.214, -0.781], [1.968, -3.170, -0.995], [2.058, -2.749, -2.636], [2.409, -3.015, -1.873], [-0.553, -2.029, 2.718], [-1.934, -2.920, 2.664], [-1.478, -2.070, 2.546], [-3.350, -3.659, 1.254], [-2.469, -3.254, 0.249], [-3.306, -3.819, 0.405], [-1.129, 3.704, -2.968], [-1.149, 2.618, -1.875], [-0.995, 2.766, -2.821], [1.496, 2.616, 0.576], [2.572, 1.729, 0.907], [2.470, 2.578, 0.720], [2.093, 3.090, -2.314], [2.707, 3.134, -1.047], [2.716, 3.419, -1.831], [-4.362, -0.046, -1.807], [-3.128, 0.655, -1.101], [-3.444, -0.067, -1.751], [-3.540, -0.493, 2.356], [-2.731, 0.664, 1.775], [-3.518, 0.447, 2.236], [-2.472, 4.049, -0.243], [-2.616, 2.442, 0.038], [-2.799, 3.253, -0.746]],
  "atomic_forces_ev_per_a": [[1.6196, -0.3499, -1.5869], [-1.8553, 1.2346, 1.9758], [-0.6459, -0.8233, -0.9232], [-1.6432, -0.4702, -4.6636], [3.1063, 0.5789, 1.2185], [0.0836, -0.0896, 1.0116], [-0.5497, 0.5542, -0.2724], [1.0891, 1.7104, 3.1717], [-2.3468, -2.4390, 0.6669], [0.0661, 0.0805, 0.2002], [-0.2511, 1.2481, -1.3049], [-2.8189, 0.1879, 0.0532], [3.0929, -0.8770, 0.7521], [-0.7179, -0.6176, 0.6197], [-0.7809, 1.4269, -0.1379], [1.6375, -0.3676, -0.2955], [1.0646, 0.5899, 0.9770], [0.9377, -0.7108, -2.7045], [-2.1388, -0.4677, 2.1211], [-0.1533, 0.5817, 0.4294], [-0.0724, -0.2544, -0.9868], [-0.1146, -0.1965, 0.7154], [-0.8981, 1.1119, -0.6702], [-3.0830, 1.6034, -3.9281], [4.1198, -2.5403, 4.0507], [1.2875, -1.0111, 0.0055], [1.4373, 0.3479, 0.1594], [-2.6692, 0.5495, -0.2480], [-1.2498, 0.8190, 7.0374], [-1.0803, -0.9242, -1.1059], [2.1266, -0.1038, -6.1217], [-0.0940, -0.0060, 0.2821], [-0.1539, 0.3679, -0.1598], [0.4535, -0.3344, -0.4456], [-0.1107, 0.0454, -0.2475], [1.1756, -5.7325, 1.3681], [-0.0244, 6.0946, -0.7592], [-5.9033, -3.1935, -4.1598], [-0.2554, -3.8432, 9.9838], [6.1653, 7.1804, -6.0889], [-2.3978, 0.3340, 0.1082], [-0.6733, -1.8169, -1.3374], [3.1990, 1.2178, 1.1962], [0.3772, -0.6591, -0.2085], [1.5963, 0.0185, -1.2257], [-2.1346, 0.1480, 1.1736], [-0.4067, -1.2559, -0.7373], [-0.2124, 2.8658, -3.0833], [0.8000, -1.8129, 4.1251]],
  "mulliken_charge": [-0.31, 0.08, -0.82, 0.31, 0.34, -0.66, -0.23, 0.12, -0.40, 0.10, 0.46, 0.31, -0.75, 0.32, 0.33, -0.66, 0.46, 0.34, -0.76, 0.30, 0.38, -0.70, 0.21, 0.20, -0.62, 0.22, 0.23, -0.53, 0.23, 0.36, -0.65, 0.26, 0.39, -0.66, 0.50, 0.26, -0.84, 0.27, 0.38, -0.58, 0.23, 0.31, -0.62, 0.30, 0.32, -0.71, 0.30, 0.35, -0.69],
  "relative_energy_kcal_mol": 52.50,
  "total_charge": -2
}

=====

| no. | E (a.u.) | HOMO level (eV) |
| --- | --- | --- |
| 1 | -3373.91330 | -13.00 |
| 2 | -998.76637 | -11.94 |
| 3 | -1659.03815 | -1.73 |